A cluster of 9 separate species, C17H54N2O9 in total at a distorted geometry, computed with ωB97M-V/def2-TZVPD.

Summary:
structure (SMILES)	COC[C@H](C)N.COC[C@H](C)N.CC(C)O.CO.CO.CO.CO.CO.CO
LUMO level	0.246	eV
frontier orbital gap	9.70	eV
relative energy (zero: lowest compared OMol25 entry of this formula, charge and spin)	43.4	kcal per mole
E_HOMO	-9.453	eV

```
82
Properties=species:S:1:pos:R:3:forces:R:3
O 9.334309 5.638559 -0.368786 -1.3 -0.1 0.6
O 4.651147 5.024676 -5.407932 0.1 -0.6 0.8
O -0.696661 9.425982 -0.716156 0.0 0.2 0.0
O 1.183344 6.012697 5.639545 -0.1 -0.9 0.8
O -6.235022 0.919285 -1.235167 0.1 -0.5 1.5
O -5.331167 -7.244796 1.155907 1.4 0.2 0.1
O 1.583379 0.160548 1.809654 -0.5 -0.5 0.3
O 1.272133 -2.045159 -5.633652 0.5 0.2 0.0
O 4.186225 -4.883967 0.927284 0.0 -0.3 -0.9
N -4.873526 -0.392142 1.981997 0.6 -1.3 0.2
N -8.395495 -9.216775 0.820770 -0.1 -0.1 -0.3
C 0.281094 -1.816392 -4.647474 0.0 -0.3 -0.2
C 4.439473 3.790882 -4.714523 -0.7 -0.6 -0.4
C -6.125342 -8.393173 1.085242 -1.2 -0.2 0.1
C -5.279057 0.229492 -0.352344 -1.9 0.3 -1.8
C -7.594678 -7.976952 0.745948 0.3 -0.7 1.1
C -3.930382 -7.533105 1.218572 0.3 0.1 0.5
C 10.452145 4.797693 -0.541452 0.6 1.4 -1.7
C 11.648253 5.477526 0.086915 0.6 -0.7 0.2
C 10.207442 3.392940 -0.128046 -0.2 -0.7 1.5
C -6.107105 0.504028 -2.573129 0.8 1.2 0.5
C 4.822919 -5.164520 -0.330878 0.2 0.9 0.0
C 1.188000 4.870460 6.536156 -0.2 0.3 -0.3
C -8.163758 -6.937114 1.732117 0.7 0.6 -0.3
C 2.092396 1.199566 1.036645 0.8 0.7 -0.7
C -5.589056 0.493734 1.118977 0.7 1.6 0.7
C -5.128906 1.915797 1.507836 -0.4 0.5 -1.4
C -0.711093 8.031215 -0.504563 0.2 -0.4 -0.1
H 0.276913 4.818085 7.132215 -0.1 0.6 -0.1
H -9.096386 -6.498602 1.377106 -0.1 -0.2 -0.1
H 9.237679 2.973010 -0.395077 0.1 0.2 -0.5
H 5.085568 3.539108 -3.873524 0.4 0.6 0.0
H -8.335023 -7.335262 2.732233 0.0 -0.4 -0.1
H -0.899552 7.516189 -1.446543 -0.1 -0.3 0.0
H -3.882893 -0.284192 1.817386 0.4 0.2 0.2
H 2.560308 0.823923 0.126669 0.0 0.0 -0.2
H -0.056200 -0.780174 -4.623616 -0.1 0.1 -0.1
H -3.294148 -6.667294 1.402103 -0.7 0.7 -0.5
H -5.287861 2.326837 2.504764 -0.3 -0.7 0.1
H 11.531272 5.521338 1.169743 0.1 0.1 0.0
H 9.411056 6.385076 -0.967482 0.1 0.0 0.1
H -7.595246 -7.606911 -0.279324 -0.2 0.1 0.0
H 1.193425 3.928308 5.988037 0.3 0.0 -0.2
H 2.024797 4.923846 7.232593 0.1 -0.1 0.0
H -3.619570 -8.104473 2.093222 -0.6 -0.7 0.1
H 1.326003 1.907785 0.721734 -0.3 -0.2 0.3
H 4.494879 2.945042 -5.399781 0.1 -0.1 -0.2
H 4.225581 -5.618049 -1.121837 -0.5 -0.8 0.6
H -5.390657 -0.820496 -0.622824 -0.1 -0.5 0.5
H -8.327804 -9.609077 1.748989 0.6 -0.2 0.3
H 0.135095 9.555442 -1.177695 -0.1 0.5 -0.1
H 3.425413 3.743887 -4.317537 0.0 0.5 -0.1
H 2.182868 -0.581154 1.699669 -0.1 -0.1 0.2
H -4.291404 0.487729 -0.734403 0.5 0.4 0.7
H 0.706658 -2.039912 -3.669191 0.0 -0.2 -0.1
H 12.545375 4.909336 -0.158894 0.2 -0.1 0.2
H 5.530440 4.964909 -5.788540 0.1 0.2 -0.1
H -0.541125 -2.494603 -4.875684 -0.4 0.1 0.5
H 5.039996 -4.223168 -0.835667 0.4 0.3 0.6
H 11.015404 2.725524 -0.427785 -0.1 0.1 -0.3
H -3.540456 -8.025247 0.327589 -0.3 -0.1 -0.2
H -5.629389 2.589298 0.812128 0.0 0.3 0.0
H 2.097859 6.096400 5.359841 0.0 0.2 -0.2
H -9.382843 -9.004275 0.829857 -0.3 0.4 -0.6
H -7.480356 -6.101048 1.880634 0.1 0.1 -0.2
H -6.744757 1.179508 -3.143405 -0.2 -0.5 -0.2
H 10.217756 3.336655 0.960459 0.0 0.1 0.3
H -1.479304 7.737522 0.210775 0.0 0.3 0.0
H 10.640449 4.814647 -1.614927 0.2 -0.4 -0.4
H -5.079473 0.754706 -2.836295 0.3 -0.3 -0.7
H 0.870828 -1.899361 -6.493479 0.0 0.0 0.0
H -5.061221 -1.331863 1.662955 -0.1 -0.5 0.3
H -5.722606 -9.157222 0.420308 -0.1 0.3 -0.8
H -6.636850 0.352898 1.384295 -0.2 0.1 -0.6
H 11.825165 6.472192 -0.322293 -0.3 0.1 0.1
H -6.158764 -8.970749 2.009038 0.1 0.3 0.8
H -4.067728 2.010104 1.277391 0.2 -0.1 0.1
H 4.219382 -5.707381 1.419736 -0.2 0.0 0.2
H 5.753969 -5.698578 -0.141047 0.0 -0.1 -0.4
H -6.285974 -0.560614 -2.723591 -0.3 0.0 -0.1
H 0.269704 7.740644 -0.128140 -0.1 -0.4 0.2
H 2.862736 1.758772 1.567649 0.1 0.2 0.2
```
Forces are in eV/Å.


A cluster of 10 separate species, C17H54O17 in total at a distorted geometry, computed with ωB97M-V/def2-TZVPD.

Summary:
2S+1	2
LUMO level (spin up / spin down)	2.359 / 2.315	eV
expectation value of S²	0.751
frontier orbital gap (spin up / spin down)	2.49 / 9.64	eV
E_HOMO (spin up / spin down)	-0.128 / -7.322	eV
total charge	-1

```
88
Properties=species:S:1:pos:R:3:forces:R:3
O 0.860157 0.899664 -0.500706 -1.7 -0.3 0.9
O 3.591019 0.776405 -0.480934 2.5 -0.1 0.3
O -2.272026 0.095532 0.086255 -0.1 0.9 -0.9
O 3.317722 3.536513 0.853821 -0.3 0.5 -1.1
O 3.450735 -1.744860 0.808661 0.7 -1.3 0.2
O 4.184109 -1.509419 5.391097 -0.1 -0.6 0.8
O -6.590784 0.965949 0.269856 0.3 -0.1 0.7
O -3.661065 -1.723208 -1.752973 -0.1 -0.9 2.3
O -2.174444 2.846331 -0.333085 -0.3 1.2 -0.8
O -2.415803 2.695913 3.014566 0.4 0.3 0.8
O -6.967110 1.359770 3.275423 -0.4 -0.5 0.6
O -2.171638 1.396220 -3.140793 1.8 -0.1 -0.6
O 2.313231 -4.600865 -2.739214 -0.7 0.0 0.0
O 4.092814 -2.983170 -1.682651 0.3 1.5 -1.0
O 0.484583 2.500528 -2.939764 1.7 1.4 -0.8
O -0.825276 -5.572343 -2.613270 1.5 0.4 0.3
O 1.980039 -1.658819 3.108276 -0.5 -0.5 1.3
C 3.957973 -0.655559 4.320713 -1.2 1.7 -1.2
C 4.388907 -3.650295 -0.504432 0.5 1.1 0.2
C -2.489601 3.256670 -1.735070 -0.7 -1.5 2.6
C 2.456053 -0.504959 3.790628 0.7 -1.2 -0.2
C -1.066804 -0.483874 0.503613 -0.3 -1.0 0.5
C -6.059035 2.035724 2.460156 0.5 -0.2 -2.3
C 1.183817 3.054753 -4.100980 -0.4 -0.6 0.3
C -5.548279 1.110893 1.257537 -0.5 0.8 0.8
C 0.025986 0.509101 0.668113 2.8 0.4 0.2
C -3.161798 2.174109 -2.575840 0.8 0.9 0.4
C 0.015996 -4.820840 -1.678141 -0.5 0.9 -0.5
C -1.132458 3.073861 3.527197 -0.3 -0.3 0.2
C 1.073088 -3.929340 -2.419325 -0.6 -1.1 0.0
C -4.051776 -3.107488 -1.568529 1.5 0.7 -0.5
C 4.661554 -2.527269 0.566270 -1.4 0.1 0.0
C 4.485076 3.016364 0.258285 -0.1 -2.2 1.7
C 4.258489 1.992706 -0.868921 -1.6 0.8 0.6
H -1.430824 -0.923392 1.432275 1.4 -0.3 0.8
H 3.541861 -4.326094 -0.386449 0.2 -0.2 1.3
H 1.759525 -0.328321 4.610224 0.2 -0.2 0.3
H 2.638446 0.802555 -0.364693 -0.9 1.0 -0.5
H -1.692832 -5.749014 -2.242142 0.1 0.2 0.3
H 3.363248 -3.421425 -2.126798 0.3 -0.3 -0.3
H -2.278696 2.203333 2.202066 0.0 0.1 -0.3
H -3.281590 3.993243 -1.599700 0.4 0.6 0.0
H -3.413349 -3.499296 -0.776689 -0.1 0.3 0.5
H 5.397255 -1.790259 0.244300 0.3 -0.4 -0.7
H -3.738406 -1.312309 -2.617138 -0.4 -0.3 -1.2
H 5.230053 3.782946 0.045056 0.0 0.1 -0.4
H -2.013837 1.908245 -0.207377 -0.3 -0.5 -0.8
H 5.035442 -2.857046 1.535578 -0.2 -0.6 0.0
H 0.903403 4.053013 -4.437063 -1.1 0.0 0.2
H -5.254123 0.114261 1.586634 -0.2 0.0 0.1
H -6.988892 1.855521 4.097231 -0.2 -0.2 0.1
H -3.783057 1.453411 -2.044111 -0.7 0.7 0.5
H 4.642418 -0.816437 3.487787 -0.1 -0.5 -0.3
H 0.317043 1.146576 -1.252815 -0.1 0.3 -0.3
H 0.898307 0.153737 1.216634 -0.7 -1.0 0.7
H -0.342033 2.111947 -3.235263 -0.7 -0.2 -0.4
H 2.212264 -5.343679 -3.338919 -0.3 0.1 -0.1
H -3.688290 -3.701009 -2.407397 -0.7 0.0 -0.5
H 2.496489 -1.832366 2.317855 0.4 0.3 -0.5
H 4.273280 0.328934 4.666329 -0.2 0.2 0.2
H -6.577776 2.809292 1.893935 -0.3 0.4 0.0
H -2.615759 0.738880 -3.681409 -0.1 -1.1 -0.7
H 3.593400 2.464688 -1.592102 0.3 0.1 -0.6
H 2.277058 0.310415 3.089754 0.9 0.7 0.2
H 4.355469 -2.417389 5.130683 -0.2 0.1 -0.4
H -1.538471 3.636566 -2.108063 -0.4 0.1 -0.6
H -3.695090 2.730656 -3.346519 -0.5 -0.2 -0.2
H 1.078605 2.352542 -4.927984 0.1 0.1 -0.1
H -0.607759 3.726177 2.829151 0.2 -0.1 0.0
H -0.272564 1.335788 1.312754 -0.4 0.7 -0.7
H 2.243429 3.256660 -3.944292 0.2 -0.8 0.7
H 0.573764 -3.500678 -3.288249 0.1 -0.2 -0.3
H 5.298693 -4.215823 -0.705846 0.3 -0.4 0.6
H -1.207984 3.571896 4.493813 -0.7 0.5 -0.2
H -5.328879 2.573601 3.064849 0.7 -0.5 -0.2
H -2.754078 -0.620253 -0.334312 -0.8 -0.1 -0.8
H -0.545808 2.208175 3.834686 0.3 -0.3 -0.6
H -5.091157 -3.286696 -1.293434 -0.1 0.3 -0.4
H 4.824159 2.386442 1.080671 0.9 0.0 0.1
H 2.865131 3.884308 0.081939 -0.9 0.4 0.2
H 0.453859 -5.452336 -0.905101 0.3 -0.3 -0.3
H -0.749612 -1.308368 -0.134896 0.0 0.0 -0.3
H 5.269259 1.837557 -1.246226 -0.3 -0.7 -0.4
H 3.545314 -0.925212 0.317924 0.1 0.4 -0.4
H -0.619757 -4.126664 -1.128570 -0.1 0.2 0.0
H -4.680568 1.555210 0.769916 0.2 0.2 0.3
H 1.424382 -3.063559 -1.857986 -0.4 -0.2 0.6
H -6.513819 1.706351 -0.336342 0.0 0.0 -0.1
```
Forces are in eV/Å.


Q: Which formula does entry 2 have?
A: C17H54O17